No. 1
Density functional theory data (ωB97M-V with the def2-TZVPD basis set) for a cluster of 10 separate species, C32H53BN3O18S4 in total at a distorted geometry.

DFT total energy in a.u.: -4387.58342
Orbital gap in eV: 9.58
Net charge: -1
Molar mass in g/mol: 906.859
Energy relative to the best compared isomer or geometry (same formula, charge and spin) in kJ/mol: 120.9
E_LUMO in eV: 1.84

Geometry (Å):
S1 -3.414993 13.632945 -14.011995
S2 5.114547 11.339593 -4.143908
S3 -4.395426 17.011805 -9.411936
S4 -3.514439 8.244045 -12.422203
O1 -4.938466 16.224564 -8.325106
O2 1.173151 16.052808 -9.349487
O3 -5.270213 17.942360 -10.116159
O4 -4.134991 14.645306 -13.277945
O5 5.002850 12.021378 -2.867650
O6 -3.905031 13.297719 -15.329914
O7 0.003164 11.704508 -10.164587
O8 -2.621199 8.200905 -13.555205
O9 1.923907 11.718638 -8.880489
O10 -0.301591 9.456085 -10.181105
O11 -4.030441 9.499185 -11.939694
O12 6.329095 11.510630 -4.943312
O13 1.969750 13.054228 -10.874756
O14 1.236808 11.111354 -13.910231
O15 6.007114 16.957821 -7.394973
O16 1.949077 9.509068 -8.395472
O17 2.823183 15.001462 -11.549362
O18 0.714853 13.837428 -9.115243
N1 -0.042111 5.894799 -12.464710
N2 6.254037 17.308843 -11.535705
N3 -2.405875 11.222770 -7.167587
C1 3.648093 11.597277 -5.212382
C2 3.035872 10.203382 -5.328121
C3 -2.826649 7.352142 -10.974802
C4 3.287821 9.473387 -3.967960
C5 -1.769847 11.922006 -12.889681
C6 4.354826 15.223854 -7.320092
C7 -1.789983 17.396594 -9.737962
C8 -2.120324 15.966482 -10.255147
C9 -1.640705 14.008726 -14.086188
C10 6.104228 14.717502 -11.806206
C11 3.322783 12.247221 -13.976031
C12 2.363270 11.172429 -13.466978
C13 -3.531223 5.994425 -11.006082
C14 -3.146774 12.134531 -9.500184
C15 -4.931325 6.159569 -11.558891
C16 0.203666 6.898930 -12.964341
C17 0.504080 8.265434 -13.467737
C18 2.061093 14.345878 -10.878349
C19 4.794207 9.577890 -3.867473
C20 1.268881 14.905841 -9.648257
C21 -2.725601 11.610344 -8.196174
C22 6.219932 16.171496 -11.665237
C23 4.153888 17.386153 -5.963063
C24 0.254848 10.445344 -9.811680
C25 -3.279875 12.163377 -13.030381
C26 1.476192 10.482540 -8.898260
C27 -2.928001 17.858647 -8.847236
C28 -4.824626 7.066965 -12.793005
C29 -3.560684 16.011014 -10.710578
C30 2.866295 10.250680 -12.386798
C31 4.941242 16.594643 -6.984754
C32 -1.044267 13.299755 -12.868892
B1 1.107883 12.562745 -9.747622
H1 4.534136 18.410700 -6.019611
H2 -4.018082 15.024824 -10.782256
H3 3.418445 10.832365 -11.639821
H4 3.680629 9.570442 -12.663084
H5 -2.774101 17.524774 -7.819756
H6 5.070553 14.413330 -11.968610
H7 1.580973 8.285683 -13.611039
H8 0.048268 8.369358 -14.449122
H9 -4.217488 12.267428 -9.601217
H10 0.032285 13.154760 -12.852739
H11 2.947124 12.634221 -14.921189
H12 5.231059 9.314583 -2.896351
H13 -4.495518 6.469465 -13.645187
H14 3.790923 14.767047 -6.514730
H15 -1.444525 11.338585 -12.030725
H16 -1.764495 18.050360 -10.615800
H17 -3.547925 5.575865 -9.997220
H18 4.313146 11.805559 -14.042130
H19 -1.266719 13.472205 -14.959184
H20 -5.329996 5.190841 -11.855509
H21 -1.480670 15.080480 -14.177131
H22 -3.336484 7.828979 -10.131965
H23 2.934114 8.445120 -4.029875
H24 3.161384 13.081399 -13.285229
H25 3.777316 15.469733 -8.218010
H26 -5.735357 7.537240 -13.159274
H27 2.777105 9.921926 -3.116967
H28 4.033566 12.099392 -6.095707
H29 1.989344 10.239244 -5.615594
H30 -0.754894 17.305485 -9.405304
H31 -1.332172 15.865211 -11.002293
H32 -3.754941 11.407860 -13.647692
H33 -5.601639 6.655304 -10.853110
H34 6.605029 14.380840 -12.714634
H35 6.543606 14.304221 -10.900491
H36 3.626294 9.672883 -6.074029
H37 -3.196782 18.912438 -8.858531
H38 -2.729736 11.396492 -10.194840
H39 4.196619 16.996114 -4.950129
H40 -3.762917 12.320112 -12.072613
H41 0.144775 9.018646 -12.778492
H42 -3.848231 16.506685 -11.633074
H43 -1.305945 13.817528 -11.941360
H44 -1.330013 11.369022 -13.722264
H45 -1.755866 7.345380 -10.813527
H46 3.107632 17.514724 -6.255338
H47 -2.942773 5.272219 -11.581157
H48 -1.950662 15.265810 -9.435820
H49 5.182752 14.584357 -7.626212
H50 2.979364 12.288297 -4.696940
H51 2.114829 9.628649 -11.914559
H52 5.386639 8.878295 -4.459789
H53 -2.591610 13.020115 -9.810558

Atoms 1-3, force components in eV/Å:
0.00 0.32 -0.53
1.06 -0.32 -0.74
-0.65 -0.11 -1.14

Atomic partial charges in e from the Löwdin method, atoms 1 to 4:
1. S 0.68
2. S 0.69
3. S 0.69
4. S 0.69



No. 2
Density functional theory data (ωB97M-V with the def2-TZVPD basis set) for a cluster of 13 separate species, C33H51Cl24F5N3O5P in total at a distorted geometry.

DFT total energy in a.u.: -13713.36157
Orbital gap in eV: 6.71
Molar mass in g/mol: 1546.623
E_LUMO in eV: -1.15

Geometry (Å):
Cl1 8.721979 1.792472 3.714936
Cl2 -11.132123 -4.098267 -4.502091
Cl3 -5.715320 -6.081237 -6.301808
Cl4 -1.127507 1.076525 3.778363
Cl5 -11.537194 -0.336430 -3.657744
Cl6 5.664627 -3.156238 6.067901
Cl7 2.718912 2.936191 -0.634415
Cl8 -14.695451 -6.327232 -3.514518
Cl9 3.707892 0.872844 -2.477612
Cl10 3.191807 -0.232342 4.306946
Cl11 8.832761 3.361816 6.171085
Cl12 -3.794940 -2.361088 -8.117438
Cl13 -5.740865 -0.334262 -7.321134
Cl14 -6.648849 -2.255592 -4.326110
Cl15 -9.980347 -5.336647 -2.125059
Cl16 -4.019336 -2.693031 -3.141845
Cl17 -14.503846 -4.886200 -0.985605
Cl18 -2.339911 -0.472136 9.902823
Cl19 -0.877577 -2.653820 8.631635
Cl20 -3.316348 -4.445868 -6.026395
Cl21 6.302712 -0.850531 4.399513
Cl22 0.783022 -1.847369 3.993880
Cl23 -1.347025 -0.576104 6.177995
Cl24 -8.910209 -0.770966 -2.468344
P1 -2.603111 -0.340884 -1.275038
F1 -4.655564 2.741636 -1.467101
F2 -4.464948 4.259284 -3.845560
F3 -3.397210 1.908449 -3.315129
F4 -2.235483 4.580756 -3.573398
F5 -3.798943 5.292310 -1.939815
O1 8.966830 3.988784 -1.664582
O2 -4.295267 -0.103869 -1.170839
O3 4.525361 4.323444 2.024916
O4 6.797109 4.611885 1.371145
O5 7.375132 -3.379186 0.055329
N1 5.813473 -1.621930 -0.195423
N2 -0.523634 0.976042 0.122446
N3 -1.516064 3.836024 -0.849563
C1 1.411609 2.168769 1.313616
C2 -2.149353 2.616575 -1.224758
C3 -4.903878 -2.277432 -4.615737
C4 2.622660 2.249842 -2.269910
C5 5.873109 3.809811 2.131243
C6 -3.420962 2.794918 -2.208389
C7 5.806356 -3.716898 -1.864579
C8 -4.886569 -1.085019 -8.674132
C9 1.983788 0.720288 1.826623
C10 0.407739 4.930293 0.454900
C11 -9.792881 -0.355880 -3.942800
C12 1.671583 4.839420 1.330135
C13 3.558249 3.412440 2.622192
C14 -1.133024 -1.744026 10.125775
C15 7.649991 3.808835 0.522207
C16 -2.054505 0.752930 5.249698
C17 -0.371264 3.638869 -0.012053
C18 9.421442 3.206630 4.511530
C19 0.093502 2.232687 0.424079
C20 -1.654184 1.232488 -0.717339
C21 -10.044979 -3.879653 -3.124159
C22 6.771041 -1.800009 5.813816
C23 -2.247876 -1.663064 0.070909
C24 -3.415999 4.292159 -2.857234
C25 6.414281 -2.915214 -0.615416
C26 4.677135 -1.975892 0.740317
C27 2.210484 3.422312 1.757075
C28 8.237907 4.755305 -0.663340
C29 -4.054685 -6.019310 -5.700483
C30 -13.991923 -4.938448 -2.677190
C31 3.349341 -1.110052 0.409821
C32 2.413995 -1.777971 4.671815
C33 3.416362 0.284696 1.218225
H1 -3.073876 0.487312 4.973388
H2 5.406402 -1.158621 -1.029651
H3 -4.641343 -0.467308 -2.026881
H4 -2.958330 -1.443089 0.959583
H5 -10.404459 -3.050270 -2.517614
H6 7.777322 -2.187731 5.662321
H7 1.232789 -0.118402 1.616794
H8 8.899350 5.579374 -0.195390
H9 3.279739 3.870996 3.649651
H10 -4.305282 -0.322930 -9.191177
H11 2.189388 5.800408 1.645250
H12 0.027008 5.966355 0.127836
H13 4.437569 -3.094771 0.655189
H14 7.067939 2.973540 -0.027272
H15 3.854678 1.158056 0.609383
H16 -3.469698 -6.793610 -6.194479
H17 -14.315414 -4.024614 -3.173464
H18 1.598578 1.926362 -2.456601
H19 8.532776 3.318124 1.078279
H20 5.704596 -4.814889 -1.539476
H21 2.902063 3.018579 -2.990082
H22 4.803256 -3.246210 -2.146229
H23 -4.588504 -1.290456 -4.951441
H24 6.567143 -3.625309 -2.716474
H25 -0.191066 -1.288671 10.427845
H26 -12.906099 -5.014693 -2.716177
H27 5.932077 2.684349 1.882711
H28 3.972294 2.371309 2.838867
H29 3.277174 -0.845885 -0.696865
H30 5.015222 -1.806105 1.829101
H31 6.164737 3.890572 3.252020
H32 2.354344 -1.896921 5.752779
H33 -2.061615 1.650212 5.866790
H34 -1.477971 -2.426895 10.900681
H35 -1.174671 -1.596105 0.457764
H36 7.354426 5.322454 -1.146060
H37 4.127972 0.171599 2.122406
H38 -9.477439 0.631115 -4.277752
H39 3.009684 -2.583637 4.244354
H40 6.751481 -1.157873 6.693165
H41 -9.044636 -3.659307 -3.494225
H42 -2.433431 -2.722909 -0.309880
H43 2.444538 -1.701361 0.777790
H44 -4.679225 -3.021137 -5.386879
H45 2.094041 0.844003 2.974949
H46 9.144642 4.100350 3.952671
H47 9.926930 3.988280 -1.453013
H48 -9.567911 -1.095429 -4.710877
H49 -5.616777 -1.517827 -9.356261
H50 -4.060825 -6.190923 -4.624895
H51 10.505377 3.102909 4.528742

Atoms 1-3, force components in eV/Å:
0.05 0.02 -0.07
0.08 0.11 -0.19
0.02 -0.03 0.05

Atomic partial charges in e from the Löwdin method, atoms 1 to 4:
1. Cl 0.51
2. Cl 0.53
3. Cl 0.52
4. Cl 0.52



No. 3
Density functional theory data (ωB97M-V with the def2-TZVPD basis set) for the molecule C2H4N2S3 at a distorted geometry.

DFT total energy in a.u.: -1382.61978
Orbital gap in eV: 8.49
Molar mass in g/mol: 152.269
Energy relative to the best compared isomer or geometry (same formula, charge and spin) in kJ/mol: 137.3
E_LUMO in eV: 0.46
SMILES: NSC1=NSSC1

Geometry (Å):
S1 -2.574215 -0.705668 -1.944914
S2 1.060026 -0.327991 0.552056
S3 -2.119517 1.332523 -1.841106
N1 -0.777694 1.112953 -0.926137
N2 1.184390 1.346525 1.020263
C1 -0.515057 -0.043393 -0.517202
C2 -1.583651 -1.136721 -0.528782
H1 -0.954332 -2.130798 -0.652251
H2 -2.066891 -0.996766 0.504627
H3 0.975140 1.422986 1.949849
H4 2.065866 1.603868 0.837710

Atoms 1-3, force components in eV/Å:
-0.68 -0.89 -0.53
-2.28 1.48 -0.96
-0.55 0.02 0.20

Atomic partial charges in e from the Löwdin method, atoms 1 to 4:
1. S 0.50
2. S 0.82
3. S 0.56
4. N -0.44